Run a
Entry from the Open Molecules 2025 dataset: a 3-piece molecular cluster, C3H9NO3 overall (ωB97M-V/def2-TZVPD).

Atoms and positions in Å:
C (-1.834, -0.574, -0.475)
O (-0.501, -1.553, 0.547)
O (0.487, -2.327, 1.213)
H (0.294, -3.246, 0.981)
H (-2.399, -1.060, -1.264)
H (-1.000, -0.136, -0.995)
H (-2.434, -0.375, 0.396)
C (1.561, 0.555, -0.715)
C (0.776, 1.643, -0.014)
N (-0.203, 1.192, 0.832)
O (0.876, 2.817, -0.301)
H (-0.705, 1.890, 1.360)
H (-0.176, 0.235, 1.177)
H (1.206, -0.437, -0.457)
H (1.436, 0.671, -1.792)
H (2.617, 0.706, -0.495)

2S+1: 1
Orbital gap (alpha / beta) (eV): 7.524 / 6.859
E_HOMO (alpha / beta) (eV): -9.16 / -8.80
M (g mol⁻¹): 107.109

Run b
Entry from the Open Molecules 2025 dataset: C3H9NO3 in the gas phase (ωB97M-V/def2-TZVPD).

Atoms and positions in Å:
C (2.617, 0.022, 0.355)
C (1.599, 0.833, -0.437)
O (0.473, 1.228, 0.313)
O (-0.299, 0.132, 0.789)
N (-0.681, -0.702, -0.263)
O (-1.852, -0.299, -0.881)
C (-3.005, -0.292, -0.056)
H (2.923, 0.567, 1.245)
H (2.185, -0.928, 0.659)
H (3.491, -0.173, -0.263)
H (2.010, 1.799, -0.741)
H (1.277, 0.279, -1.328)
H (-0.817, -1.607, 0.201)
H (-3.223, -1.301, 0.316)
H (-2.883, 0.392, 0.787)
H (-3.815, 0.051, -0.695)

2S+1: 1
Orbital gap (eV): 10.946
E_HOMO (eV): -9.92
SMILES string: CCOONOC
M (g mol⁻¹): 107.109

Run c
Entry from the Open Molecules 2025 dataset: a 2-piece molecular cluster, C3H9NO3 overall (ωB97M-V/def2-TZVPD).

Atoms and positions in Å:
C (0.204, -1.190, -0.561)
C (-0.137, -0.193, -1.654)
O (0.423, -0.165, -2.726)
N (-1.165, 0.687, -1.351)
C (-1.268, 1.384, -0.084)
O (-0.077, 2.003, 0.370)
H (0.420, -0.698, 0.385)
H (1.084, -1.806, -0.748)
H (-0.593, -1.931, -0.684)
H (-1.326, 1.270, -2.152)
H (-1.658, 0.713, 0.679)
H (-1.956, 2.207, -0.248)
H (0.646, 1.401, 0.218)
O (1.670, -0.916, 2.644)
H (2.277, -0.924, 3.386)
H (1.454, -1.843, 2.525)

2S+1: 1
Orbital gap (eV): 10.372
E_HOMO (eV): -9.83
SMILES string: CC(=O)NCO.O
M (g mol⁻¹): 107.109

Run d
Entry from the Open Molecules 2025 dataset: a 2-piece molecular cluster, C3H9NO3 overall (ωB97M-V/def2-TZVPD).

Atoms and positions in Å:
C (0.114, -2.035, -0.264)
C (-0.080, -1.292, -1.556)
O (0.158, -1.766, -2.648)
N (-0.409, 0.053, -1.498)
C (-0.588, 0.836, -0.331)
O (0.587, 0.908, 0.512)
H (-0.247, -3.055, -0.327)
H (-0.446, -1.568, 0.547)
H (1.153, -1.871, 0.016)
H (-0.464, 0.485, -2.407)
H (-1.342, 0.423, 0.343)
H (-0.841, 1.876, -0.520)
H (1.393, 0.884, -0.016)
O (0.586, 2.203, 2.982)
H (0.793, 1.576, 2.263)
H (-0.368, 2.342, 2.905)

2S+1: 1
Orbital gap (eV): 10.716
E_HOMO (eV): -10.27
SMILES string: CC(=O)NCO.O
M (g mol⁻¹): 107.109

Verdict on stability: run a comes out at the bottom.

Run a
Entry from the Open Molecules 2025 dataset: a 4-piece molecular cluster, C4H16NO3 overall (ωB97M-V/def2-TZVPD).

Atoms and positions in Å:
C (-1.664, -0.634, -0.114)
C (-1.476, 0.629, 0.550)
C (-0.781, 1.929, -0.125)
C (-0.118, 1.532, -2.410)
N (0.233, 1.523, -1.118)
H (-0.919, -0.623, -0.982)
H (-2.652, -0.884, -0.622)
H (-1.314, -1.397, 0.704)
H (-1.125, 0.627, 1.628)
H (-2.583, 0.917, 0.845)
H (-0.343, 2.690, 0.589)
H (-1.507, 2.457, -0.786)
H (-1.087, 1.737, -2.771)
H (0.555, 1.375, -3.227)
H (1.197, 1.400, -0.865)
H (1.221, -3.543, 0.503)
H (2.732, -2.971, 0.296)
O (1.825, -2.773, 0.365)
H (-0.064, -1.374, 3.481)
H (0.694, 0.007, 3.504)
O (0.172, -0.584, 2.982)
H (1.853, -1.051, -0.428)
H (3.043, -0.485, -0.927)
O (2.109, -0.501, -1.073)

2S+1: 1
Net charge: +1
Orbital gap (eV): 9.132
E_HOMO (eV): -13.93
M (g mol⁻¹): 126.176

Run b
Entry from the Open Molecules 2025 dataset: a 3-piece molecular cluster, C4H16NO3 overall (ωB97M-V/def2-TZVPD).

Atoms and positions in Å:
C (1.652, -0.570, -0.544)
O (1.584, -0.533, -1.980)
C (0.295, 0.228, -0.306)
C (-0.574, -0.201, 0.860)
C (-1.895, 0.392, 0.666)
N (0.622, 1.740, -0.222)
H (1.722, -1.566, -0.043)
H (2.617, -0.054, -0.347)
H (1.737, -1.359, -2.379)
H (-0.275, 0.144, -1.248)
H (-0.590, -1.351, 0.947)
H (-0.128, 0.108, 1.862)
H (-2.319, -0.334, -0.069)
H (-2.674, 0.406, 1.489)
H (-1.898, 1.402, 0.298)
H (1.604, 1.886, 0.249)
H (-0.148, 2.344, 0.217)
H (0.548, 2.244, -1.158)
H (1.902, -0.044, 2.941)
H (1.698, 1.462, 3.106)
O (1.779, 0.745, 2.440)
H (-2.000, -3.019, -2.054)
H (-3.166, -2.067, -2.395)
O (-2.095, -2.003, -2.331)

2S+1: 1
Net charge: +1
Orbital gap (eV): 10.806
E_HOMO (eV): -13.99
M (g mol⁻¹): 126.176

Verdict on stability: run a comes out at the bottom.

Run a
Entry from the Open Molecules 2025 dataset: an isolated ion of composition C2H6N3O2 and charge +1 (ωB97M-V/def2-TZVPD).

Atoms and positions in Å:
C (-1.456, 1.240, 0.060)
N (-1.015, -0.100, -0.098)
C (0.545, -0.605, -0.201)
N (0.814, -1.808, 0.135)
N (1.543, 0.446, -0.062)
O (2.658, 0.122, -0.067)
O (1.151, 1.592, 0.012)
H (-1.003, 1.734, -0.815)
H (-0.960, 1.746, 0.892)
H (-2.614, 1.096, 0.160)
H (-1.583, -0.849, -0.205)
H (1.751, -2.057, -0.088)
H (0.169, -2.558, 0.278)

2S+1: 1
Net charge: +1
Orbital gap (alpha / beta) (eV): 8.155 / 8.152
E_HOMO (alpha / beta) (eV): -15.00 / -14.99
SMILES string: C/[NH+]=C(/N)[N+](=O)[O-]
M (g mol⁻¹): 104.089

Run b
Entry from the Open Molecules 2025 dataset: an isolated ion of composition C2H6N3O2 and charge +1 (ωB97M-V/def2-TZVPD).

Atoms and positions in Å:
O (-0.156, 2.690, 0.109)
C (-0.087, 1.509, 0.041)
N (0.336, 0.672, 1.157)
N (0.154, -0.743, 0.874)
C (-0.251, -0.817, -0.639)
O (0.804, -1.377, -1.219)
N (-0.422, 0.669, -0.993)
H (0.002, 1.135, 1.988)
H (-0.696, -1.023, 1.337)
H (0.934, -1.363, 0.935)
H (-1.200, -1.305, -0.655)
H (1.557, -0.777, -1.098)
H (-0.976, 0.730, -1.835)

2S+1: 1
Net charge: +1
Orbital gap (eV): 11.533
E_HOMO (eV): -15.50
SMILES string: O=C1N[NH2+][C@H](O)N1
M (g mol⁻¹): 104.089

Verdict on stability: run a comes out at the bottom.